(1)
Molecular formula: C14H39FHfN3O5
Method: DFT, the ωB97M-V functional and the def2-TZVPD basis

Structure (XYZ):
```
63
Properties=species:S:1:pos:R:3:mulliken_charge:R:1
Hf -0.76 2.46 0.58 1.49
F -0.25 0.39 -0.30 -0.02
C 0.70 -3.31 -3.91 -1.40
C 0.60 -2.67 -2.51 0.65
C 1.81 -3.05 -1.64 -1.13
O 1.60 -2.73 -0.31 -0.12
C 2.87 -2.78 0.32 -0.91
N 0.68 -1.24 -2.76 -0.61
H -0.15 -3.14 -4.57 0.39
H 0.77 -4.35 -3.58 0.41
H 1.56 -3.01 -4.51 0.34
H -0.26 -2.91 -1.89 0.21
H 2.65 -2.52 -2.07 0.42
H 2.13 -4.08 -1.81 0.50
H 3.24 -3.80 0.37 0.39
H 2.85 -2.39 1.34 0.20
H 3.70 -2.28 -0.17 0.39
H 0.41 -0.70 -1.95 -0.11
H -0.01 -0.87 -3.40 0.25
C -4.72 -0.01 1.97 -1.79
C -3.26 0.28 2.11 0.40
C -2.53 -0.97 2.46 -1.32
O -1.09 -0.90 2.53 -0.40
C -0.49 -2.18 2.52 -0.89
N -2.84 0.95 0.84 -0.23
H -5.01 -0.63 2.82 0.46
H -4.89 -0.68 1.13 0.54
H -5.34 0.88 2.07 0.45
H -3.17 0.94 2.97 0.23
H -2.90 -1.66 1.70 0.62
H -2.94 -1.32 3.41 0.40
H -1.07 -2.89 3.10 0.46
H 0.55 -2.13 2.84 0.26
H -0.54 -2.55 1.49 0.25
H -3.71 1.07 0.36 0.33
H -2.44 0.17 0.34 0.34
C 2.61 0.68 3.23 -1.28
C 1.85 1.58 2.20 -0.04
C 2.42 1.33 0.81 -0.62
O 1.73 2.24 -0.09 -0.19
C 2.30 2.24 -1.43 -0.72
N 0.41 1.38 2.32 -0.15
H 2.57 -0.32 2.78 0.33
H 2.09 0.74 4.18 0.39
H 3.64 1.02 3.34 0.48
H 2.12 2.60 2.47 0.33
H 2.26 0.29 0.53 0.34
H 3.48 1.58 0.88 0.62
H 1.56 2.36 -2.22 0.20
H 2.78 1.28 -1.64 0.33
H 3.09 2.97 -1.57 0.31
H 0.23 1.45 3.32 0.42
H 0.26 0.38 2.25 0.35
C -1.04 3.72 -2.57 -0.51
C -1.55 2.33 -2.70 -0.10
O -2.13 2.01 -1.48 -0.28
O -0.34 3.77 -1.32 -0.45
H -1.78 4.51 -2.45 0.32
H -0.34 3.93 -3.38 0.38
H -0.65 1.73 -2.84 -0.06
H -2.20 2.18 -3.56 0.55
H -3.07 1.96 -1.63 0.26
H -0.04 4.68 -1.30 0.34
```

Output
- lowest unoccupied orbital energy (eV) = -12.9091
- E_HOMO (eV) = -16.03
- total charge = +3
- calculated total energy (Eh) = -1244.05728
- spin multiplicity = 1
- strongest force on any atom (eV/Å) = 8.75
- Kohn-Sham gap (eV) = 3.1
- molar mass (g/mol) = 526.97

---

(2)
Molecular formula: C14H39FN7O4P2S
Method: DFT, the ωB97M-V functional and the def2-TZVPD basis

Structure (XYZ):
```
68
Properties=species:S:1:pos:R:3:mulliken_charge:R:1
O -0.20 -0.42 -5.91 -0.40
C -1.14 0.22 -5.63 0.63
F -1.17 1.54 -5.65 -0.20
N -2.36 -0.35 -5.14 -0.16
C -3.47 -0.08 -5.94 0.53
O -3.57 -0.09 -7.11 -0.27
S -4.97 0.38 -4.82 -0.11
H -2.20 -1.35 -5.06 0.33
H -5.87 -0.61 -4.97 0.33
H -5.49 1.50 -5.36 0.33
O 0.26 -1.15 -1.69 -0.87
P 1.66 -1.67 -1.78 0.37
N 2.17 -1.70 -0.17 0.68
C 3.53 -1.51 0.31 -1.04
C 1.45 -2.66 0.64 -1.38
N 2.41 -0.37 -2.67 0.32
C 3.05 0.74 -1.98 -1.13
C 1.50 0.14 -3.69 -1.24
N 2.71 -2.91 -2.42 0.05
C 3.98 -2.56 -3.03 -0.86
C 1.99 -3.86 -3.29 -0.93
H 4.17 -2.39 0.17 0.30
H 3.49 -1.30 1.39 0.38
H 4.01 -0.65 -0.14 0.22
H 1.80 -3.69 0.50 0.29
H 0.38 -2.64 0.40 0.40
H 1.53 -2.42 1.70 0.41
H 2.44 1.15 -1.16 0.35
H 3.25 1.55 -2.69 0.39
H 4.02 0.46 -1.59 0.29
H 0.76 0.84 -3.27 0.35
H 0.97 -0.68 -4.16 0.26
H 2.06 0.66 -4.47 0.50
H 3.89 -2.01 -3.96 0.28
H 4.51 -3.50 -3.23 0.42
H 4.61 -1.99 -2.34 0.25
H 1.69 -3.41 -4.25 0.29
H 1.08 -4.22 -2.79 0.32
H 2.61 -4.74 -3.50 0.36
O -2.29 -0.43 4.36 -0.84
P -1.53 0.77 3.94 0.57
N -1.07 1.48 5.41 0.12
C -0.87 2.89 5.66 -0.80
C -0.13 0.66 6.17 -1.12
N -2.80 1.68 3.15 0.22
C -3.59 2.64 3.91 -1.18
C -3.68 0.82 2.38 -1.12
N -0.25 1.41 2.92 0.24
C -0.43 2.64 2.18 -0.85
C 0.33 0.37 2.05 -1.18
H 0.08 3.27 5.26 0.29
H -0.86 3.05 6.74 0.37
H -1.69 3.50 5.28 0.12
H 0.90 0.75 5.78 0.33
H -0.42 -0.39 6.13 0.34
H -0.13 0.96 7.22 0.37
H -3.94 2.24 4.87 0.36
H -4.46 2.94 3.33 0.37
H -3.04 3.56 4.09 0.31
H -4.43 0.31 3.01 0.32
H -3.12 0.04 1.86 0.34
H -4.21 1.41 1.63 0.36
H -1.17 2.55 1.37 0.29
H 0.53 2.89 1.74 0.38
H -0.71 3.47 2.83 0.25
H -0.36 0.07 1.26 0.38
H 0.58 -0.52 2.64 0.25
H 1.26 0.72 1.60 0.47
```

Output
- lowest unoccupied orbital energy (eV) = -5.7649
- E_HOMO (eV) = -9.82
- total charge = +1
- calculated total energy (Eh) = -2421.46734
- spin multiplicity = 1
- strongest force on any atom (eV/Å) = 5.23
- Kohn-Sham gap (eV) = 4.1
- molar mass (g/mol) = 482.52

---

(3)
Molecular formula: C14H39IN3O4
Method: DFT, the ωB97M-V functional and the def2-TZVPD basis

Structure (XYZ):
```
61
Properties=species:S:1:pos:R:3:mulliken_charge:R:1
I -0.67 1.95 0.60 -0.54
C -0.94 4.39 -2.91 -0.72
C -2.04 5.09 -2.11 -0.24
O -2.84 4.16 -1.41 -0.52
H -0.41 5.04 -3.60 0.37
H -1.41 3.58 -3.48 0.22
H -0.24 3.91 -2.22 0.05
H -2.69 5.63 -2.81 0.28
H -1.64 5.82 -1.41 0.24
H -2.23 3.61 -0.89 0.12
C -2.20 -1.14 -2.25 -1.11
C -3.51 -1.12 -1.47 0.43
C -3.52 -2.24 -0.44 -0.53
O -4.64 -2.08 0.42 -0.34
C -4.79 -3.19 1.25 -0.68
N -3.75 0.19 -0.82 -0.54
H -2.09 -0.31 -2.93 0.34
H -2.04 -2.12 -2.73 0.44
H -1.37 -1.11 -1.52 0.07
H -4.35 -1.34 -2.14 0.38
H -2.61 -2.20 0.18 -0.04
H -3.62 -3.22 -0.93 0.43
H -4.90 -4.12 0.66 0.29
H -5.68 -3.08 1.86 0.27
H -3.91 -3.31 1.90 0.23
H -4.17 0.79 -1.53 0.27
H -2.83 0.62 -0.70 0.01
C 3.51 1.60 1.84 -1.04
C 3.64 1.89 0.37 0.14
C 3.08 0.74 -0.46 0.10
O 3.20 1.07 -1.83 -0.43
C 2.41 0.26 -2.65 -0.70
N 3.00 3.18 0.05 -0.74
H 4.00 2.38 2.43 0.40
H 4.02 0.65 2.08 0.22
H 2.47 1.52 2.16 0.10
H 4.70 1.99 0.10 0.32
H 2.03 0.56 -0.20 -0.06
H 3.70 -0.15 -0.24 0.18
H 2.63 -0.81 -2.50 0.30
H 2.66 0.51 -3.68 0.29
H 1.35 0.44 -2.48 0.23
H 3.09 3.30 -0.96 0.37
H 2.00 3.00 0.18 0.16
C 0.11 -3.12 1.17 -1.28
C 0.28 -2.38 2.47 0.32
C 1.64 -1.73 2.53 0.17
O 2.66 -2.72 2.61 -0.39
C 3.95 -2.18 2.48 -0.34
N -0.79 -1.35 2.58 -0.50
H 0.93 -3.85 1.05 0.41
H 0.19 -2.44 0.31 0.15
H -0.81 -3.69 1.12 0.29
H 0.16 -3.11 3.28 0.34
H 1.71 -1.02 3.36 0.34
H 1.79 -1.16 1.60 -0.25
H 4.32 -1.74 3.42 0.29
H 4.00 -1.39 1.71 -0.09
H 4.64 -2.97 2.16 0.30
H -0.64 -0.87 3.47 0.31
H -0.52 -0.62 1.91 -0.10
```

Output
- lowest unoccupied orbital energy (eV) = 2.8486
- E_HOMO (eV) = -4.74
- total charge = -1
- calculated total energy (Eh) = -1319.78473
- spin multiplicity = 1
- strongest force on any atom (eV/Å) = 1.17
- Kohn-Sham gap (eV) = 7.6
- molar mass (g/mol) = 440.39

---

Q: The highest E_HOMO belongs to which entry?
A: C14H39IN3O4